No. 1
C31H46CoIN3P2S | ωB97M-V/def2-TZVPD

Geometry as ORCA input:
```
! RIJCOSX wB97M-V def2-TZVPD def2/J DEFGRID3
* xyz 0 2
Co 0.8673 -0.3059 -0.1698
C 4.6766 -2.2475 0.1821
C 4.5051 -0.8823 -0.4875
C 4.6633 0.2532 0.5304
P 2.8289 -0.6732 -1.2646
C 2.7920 -1.8495 -2.7071
C 2.2720 -3.2077 -2.2221
C 1.8606 -1.3023 -3.7935
C 2.9909 0.9390 -2.0637
C 3.9785 1.2467 -2.9920
C 3.9522 2.4441 -3.6825
C 2.8874 3.3144 -3.4682
C 1.9035 3.0268 -2.5441
C 1.9511 1.8438 -1.7765
N 0.9954 1.4972 -0.8353
C 0.2047 2.4882 -0.2663
C 0.7697 3.7185 0.1305
C 0.0075 4.7407 0.6501
C -1.3648 4.5827 0.8153
C -1.9312 3.3665 0.4934
C -1.1741 2.3150 -0.0302
P -2.0622 0.7548 -0.2885
C -3.2557 1.1016 -1.6588
C -2.4151 1.6197 -2.8347
C -4.4169 2.0525 -1.3976
C -2.6933 0.3086 1.3995
C -1.5501 0.5209 2.4037
C -3.9792 0.9547 1.8968
H 5.5540 -2.2359 0.8315
H 4.8167 -3.0400 -0.5535
H 3.8061 -2.4964 0.7888
H 5.2468 -0.7667 -1.2829
H 3.7982 0.2826 1.1996
H 4.7385 1.2177 0.0287
H 5.5595 0.1075 1.1359
H 3.8108 -1.9435 -3.0945
H 1.3180 -3.0775 -1.7068
H 2.9617 -3.6806 -1.5230
H 2.1156 -3.8846 -3.0637
H 0.8844 -1.0621 -3.3631
H 1.7196 -2.0560 -4.5701
H 2.2539 -0.3995 -4.2550
H 4.7732 0.5333 -3.1836
H 4.7246 2.6832 -4.4013
H 2.8179 4.2294 -4.0436
H 1.0704 3.7044 -2.4206
H 1.8383 3.8431 0.0127
H 0.4848 5.6709 0.9326
H -1.9737 5.3882 1.2029
H -2.9912 3.2169 0.6458
H -3.6595 0.1137 -1.8956
H -2.1101 2.6536 -2.6595
H -3.0124 1.5873 -3.7467
H -1.5139 1.0268 -3.0022
H -4.0685 3.0710 -1.2193
H -5.0389 1.7322 -0.5651
H -5.0452 2.0689 -2.2897
H -2.8807 -0.7623 1.2927
H -1.4808 1.5658 2.7087
H -0.5841 0.2307 1.9828
H -1.7283 -0.0891 3.2940
H -3.8550 2.0180 2.1070
H -4.2725 0.4659 2.8286
H -4.7924 0.8112 1.1895
C -0.6326 -2.7518 5.8896
C -0.9892 -2.7932 4.4419
C -2.1963 -3.1730 3.9386
C -2.3681 -3.2056 2.5340
N -1.3795 -2.8697 1.7158
C -0.2080 -2.4970 2.2014
S 1.1291 -2.1217 1.2217
N -0.0163 -2.4444 3.5617
C -3.6511 -3.6324 1.9244
H -1.4992 -2.9643 6.5090
H -0.2319 -1.7746 6.1621
H 0.1349 -3.4996 6.0992
H -3.0065 -3.4663 4.5887
H 0.9048 -2.1846 3.8858
H -4.3169 -4.0662 2.6689
H -3.4616 -4.3487 1.1266
H -4.1508 -2.7799 1.4476
I -4.9699 -1.9233 -0.4068
C -1.0480 -0.6164 -0.7598
H -1.4745 -1.4931 -0.2711
H -1.1180 -0.7434 -1.8400
*
```

Its lowest unoccupied orbital energy (spin up / spin down) is -0.5 / -0.5 eV. The energy relative to the best compared isomer or geometry (same formula, charge and spin) is 17.3 kcal per mole. The frontier orbital gap (spin up / spin down) is 6.12 / 6.12 eV. The value obtained for the HOMO energy (spin up / spin down) is -6.66 / -6.66 eV.

Now the Löwdin charges, all in e: Co 0.12; C -0.12; C -0.52; C -0.12; P 1.03; C -0.50; C -0.12; C -0.10; C -0.32; C -0.11; C -0.10; C -0.08; C -0.03; C -0.29; N -0.05; C -0.27; C -0.04; C -0.08; C -0.08; C -0.10; C -0.24; P 1.02; C -0.50; C -0.10; C -0.10; C -0.49; C -0.10; C -0.12; H 0.08; H 0.07; H 0.02; H 0.10; H 0.07; H 0.07; H 0.08; H 0.11; H 0.06; H 0.06; H 0.08; H 0.07; H 0.08; H 0.07; H 0.11; H 0.10; H 0.10; H 0.11; H 0.12; H 0.11; H 0.10; H 0.08; H 0.00; H 0.08; H 0.09; H 0.06; H 0.07; H 0.05; H 0.09; H 0.02; H 0.08; H 0.04; H 0.07; H 0.07; H 0.09; H 0.02; C 0.00; C -0.27; C 0.04; C -0.27; N 0.13; C -0.73; S 0.73; N 0.11; C -0.14; H 0.09; H 0.09; H 0.10; H 0.12; H 0.14; H 0.08; H 0.09; H -0.20; I 0.06; C -0.31; H -0.01; H 0.03

No. 2
C26H55N2O15P3S | ωB97M-V/def2-TZVPD

Geometry as ORCA input:
```
! RIJCOSX wB97M-V def2-TZVPD def2/J DEFGRID3
* xyz 0 1
N -4.3672 1.1662 -3.3698
C -5.1185 0.1234 -2.6838
O -6.1381 -0.4182 -3.1995
C -4.7478 -0.4142 -1.2014
C -4.2763 -1.9422 -1.2825
C -2.6975 -2.1678 -1.1801
C -1.9618 -1.3514 0.0208
C -1.0305 -0.3724 -0.8869
N 0.2795 -0.3522 -0.1133
C 0.0584 0.3298 0.9665
S -0.5105 0.8434 2.4461
O -0.7143 -1.1055 -2.0962
C -1.9450 -1.6883 -2.5238
O -2.3126 -1.7418 -3.7029
H -4.5436 0.9994 -4.3736
H -3.3634 1.1172 -3.1518
H -5.7432 -0.3581 -0.6259
H -4.0271 0.2885 -0.6713
H -4.8110 -2.5506 -0.4670
H -4.6360 -2.3334 -2.3052
H -2.5068 -3.2795 -0.9467
H -2.6849 -0.7886 0.7163
H -1.3837 -2.0934 0.6587
H -1.4940 0.6551 -1.1230
O 1.8833 4.3443 1.5559
P 3.2059 5.0691 1.3004
O 4.1054 3.7200 0.9729
C 3.9886 3.1327 -0.3161
C 4.6658 3.9772 -1.3805
O 3.6195 5.2287 2.9013
C 2.5966 5.2673 3.8940
C 2.3361 3.8858 4.4637
O 4.6119 5.9900 0.9605
C 4.3828 7.3686 0.6500
C 3.7977 8.1388 1.8225
H 2.9323 2.9712 -0.5588
H 4.4710 2.1539 -0.2671
H 4.1395 4.9267 -1.5188
H 4.6791 3.4537 -2.3391
H 5.6922 4.2157 -1.0926
H 1.6814 5.7074 3.4906
H 2.9381 5.9340 4.6909
H 2.2403 3.1310 3.6797
H 1.4231 3.8833 5.0643
H 3.1692 3.5720 5.0973
H 3.7239 7.4344 -0.2214
H 5.3469 7.8012 0.3720
H 2.7834 7.7970 2.0470
H 3.7515 9.2057 1.5961
H 4.3976 7.9902 2.7223
O -0.4224 -1.5688 -8.5650
P 0.5736 -2.7314 -8.5483
O -0.0841 -3.5836 -9.8053
C 0.1920 -3.1463 -11.1284
C 1.6250 -3.4461 -11.5305
O -0.1413 -3.5675 -7.3026
C -0.9267 -2.8769 -6.3327
C -2.3992 -2.9093 -6.7049
O 1.8036 -3.9254 -8.4836
C 3.0069 -3.5307 -7.8171
C 2.7868 -3.2478 -6.3398
H -0.0241 -2.0761 -11.2210
H -0.4913 -3.6813 -11.7918
H 2.3283 -2.8458 -10.9452
H 1.7852 -3.2220 -12.5876
H 1.8679 -4.4957 -11.3499
H -0.5676 -1.8535 -6.2019
H -0.7850 -3.3812 -5.3733
H -2.5664 -2.6536 -7.7539
H -2.9686 -2.2165 -6.0826
H -2.8021 -3.9149 -6.5626
H 3.4227 -2.6518 -8.3198
H 3.7221 -4.3490 -7.9308
H 2.1625 -2.3609 -6.2008
H 3.7395 -3.0717 -5.8366
H 2.2767 -4.0833 -5.8567
O -2.4990 -0.8795 6.4710
P -1.6400 -1.1048 7.7183
O -0.1766 -1.1746 6.9504
C 0.4285 0.0469 6.5499
C 0.9653 0.8220 7.7397
O -1.9166 -2.7402 7.8371
C -3.1069 -3.3062 7.2969
C -2.8698 -3.8252 5.8890
O -0.7860 -1.2636 9.1967
C -1.4957 -0.8378 10.3648
C -2.7265 -1.6867 10.6385
H -0.2883 0.6501 5.9811
H 1.2533 -0.2072 5.8801
H 0.1482 1.1746 8.3766
H 1.5373 1.6918 7.4085
H 1.6071 0.1901 8.3577
H -3.9267 -2.5844 7.3259
H -3.4005 -4.1374 7.9441
H -2.3356 -3.1037 5.2666
H -3.8180 -4.0691 5.4037
H -2.2530 -4.7265 5.9182
H -1.7714 0.2153 10.2519
H -0.8043 -0.9126 11.2075
H -3.4823 -1.5403 9.8618
H -3.1726 -1.4176 11.5978
H -2.4714 -2.7480 10.6481
*
```

Its lowest unoccupied orbital energy is -1.6 eV. As for the SMILES: NC(=O)CC[C@@H]1C[C@@H](N=C=S)OC1=O.CCOP(=O)(OCC)OCC.CCOP(=O)(OCC)OCC.CCOP(=O)(OCC)OCC. The frontier orbital gap is 7.99 eV. The value obtained for the HOMO energy is -9.59 eV.

Atomic partial charges in e from the Löwdin method, atoms 1 to 99: N 0.12; C -0.42; O 0.00; C -0.10; C -0.14; C -0.17; C -0.08; C -0.30; N 0.08; C -0.63; S 0.67; O 0.00; C -0.31; O 0.11; H 0.10; H 0.08; H 0.13; H 0.10; H 0.13; H 0.13; H 0.16; H 0.11; H 0.13; H 0.17; O -0.23; P 0.70; O -0.23; C -0.30; C -0.09; O -0.23; C -0.31; C -0.08; O -0.21; C -0.30; C -0.08; H 0.11; H 0.12; H 0.06; H 0.08; H 0.08; H 0.10; H 0.12; H 0.07; H 0.08; H 0.08; H 0.11; H 0.12; H 0.07; H 0.08; H 0.09; O -0.23; P 0.70; O -0.23; C -0.30; C -0.09; O -0.23; C -0.31; C -0.07; O -0.21; C -0.30; C -0.08; H 0.11; H 0.12; H 0.06; H 0.08; H 0.08; H 0.10; H 0.11; H 0.07; H 0.06; H 0.08; H 0.11; H 0.12; H 0.07; H 0.08; H 0.09; O -0.23; P 0.70; O -0.23; C -0.30; C -0.08; O -0.23; C -0.31; C -0.08; O -0.21; C -0.30; C -0.08; H 0.10; H 0.12; H 0.06; H 0.07; H 0.08; H 0.10; H 0.12; H 0.07; H 0.08; H 0.08; H 0.11; H 0.12

No. 3
C23H58N6O12P3S | ωB97M-V/def2-TZVPD

Geometry as ORCA input:
```
! RIJCOSX wB97M-V def2-TZVPD def2/J DEFGRID3
* xyz 1 1
N 2.3549 0.2728 -2.0489
P 0.9791 -0.1122 -2.7491
O 0.5484 1.2587 -3.6990
O 1.4551 -1.4096 -3.7988
C -0.4218 -0.6165 -1.5601
C -0.3493 0.0435 -0.1310
C 0.7205 1.1149 0.3580
C 0.6057 2.5453 -0.4245
O -0.5653 3.2013 0.1872
C -1.4100 -0.3189 0.9921
C -2.4662 -1.3642 0.5698
C -2.4731 -1.9428 -0.8802
P -3.8599 -3.2245 -1.0798
O -4.4650 -3.6284 0.2937
O -5.2047 -2.6108 -1.9695
O -3.2855 -4.7092 -1.7408
N -1.5091 -1.5621 -1.9219
P -1.6395 -2.2434 -3.5627
O -3.1542 -2.8883 -3.9801
O -0.5466 -3.5522 -3.8037
S -1.4789 -0.8709 -4.9725
H 3.1179 -0.3532 -2.3453
H 1.3982 1.7006 -3.9377
H 1.7486 -2.1802 -3.2502
H 0.5471 1.4071 1.4668
H 1.8069 0.7127 0.3550
H 0.3449 2.4292 -1.5278
H 1.4856 3.2334 -0.2050
H -1.3592 2.6250 -0.0276
H -1.3634 0.1314 2.0405
H -3.2374 -1.6696 1.3871
H -5.8335 -2.1744 -1.3361
H -3.9629 -5.0013 -2.4085
H -3.7940 -2.1631 -4.1826
H -0.5947 -3.7401 -4.7742
C -5.5129 -3.0584 4.0511
C -4.0035 -3.2724 4.1065
C -3.5040 -3.7759 5.4756
O -3.4269 -2.7668 6.4773
C -4.6534 -2.5013 7.1406
N -3.3300 -2.0265 3.7116
H -5.8297 -2.1589 4.5834
H -5.8420 -2.9465 3.0138
H -6.0450 -3.9129 4.4767
H -3.7612 -4.0422 3.3656
H -2.4777 -4.1377 5.3461
H -4.0907 -4.6319 5.8284
H -5.2589 -3.4032 7.2649
H -5.2155 -1.7360 6.6016
H -4.4213 -2.1019 8.1307
H -2.3266 -2.2009 3.6645
H -3.4227 -1.3719 4.4899
C -4.9653 2.8664 -1.4841
C -4.9103 2.3818 -0.0381
C -5.8726 3.1378 0.9003
O -5.4183 4.4299 1.2852
C -5.6971 5.4562 0.3449
N -3.5221 2.4579 0.4375
H -4.4684 3.8283 -1.6241
H -4.4644 2.1511 -2.1435
H -5.9994 2.9628 -1.8253
H -5.2143 1.3287 -0.0404
H -5.9509 2.5662 1.8321
H -6.8852 3.1881 0.4832
H -6.6516 5.3005 -0.1652
H -4.8849 5.5333 -0.3808
H -5.7450 6.4043 0.8856
H -3.4769 2.0513 1.3709
H -3.3099 3.4450 0.5955
C 5.7101 -0.9407 -4.6360
C 5.6338 -1.3402 -3.1654
C 6.9594 -1.9009 -2.6114
O 7.2303 -3.2453 -2.9927
C 7.8282 -3.3847 -4.2722
N 4.5280 -2.2924 -2.9868
H 5.7139 -1.8028 -5.3059
H 4.8441 -0.3304 -4.9087
H 6.6076 -0.3492 -4.8347
H 5.3993 -0.4323 -2.5976
H 6.8862 -1.9166 -1.5180
H 7.8059 -1.2482 -2.8546
H 8.5133 -2.5634 -4.4994
H 7.0576 -3.4623 -5.0419
H 8.3945 -4.3190 -4.2795
H 4.4244 -2.4877 -1.9916
H 4.8318 -3.1863 -3.3755
C 6.3999 3.6332 2.6592
C 5.2904 4.2698 1.8273
C 4.0160 3.4047 1.7396
O 4.1107 2.3108 0.8298
C 4.7325 1.1545 1.3664
N 5.8187 4.5913 0.4955
H 6.8995 2.8144 2.1372
H 7.1681 4.3741 2.8966
H 6.0083 3.2477 3.6048
H 5.0159 5.2079 2.3218
H 3.2078 4.0367 1.3536
H 3.6929 3.0612 2.7300
H 4.5023 1.0160 2.4266
H 5.8123 1.2023 1.2139
H 4.3614 0.2858 0.8153
H 5.1038 5.0960 -0.0260
H 5.9114 3.7119 -0.0144
*
```

Its lowest unoccupied orbital energy is -5.8 eV. The frontier orbital gap is 5.13 eV. The value obtained for the HOMO energy is -10.89 eV.

Atomic partial charges in e from the Löwdin method, atoms 1 to 99: N -0.14; P 0.67; O -0.24; O -0.27; C -0.10; C -0.06; C -0.15; C -0.18; O -0.14; C 0.09; C 0.03; C -0.15; P 0.68; O -0.33; O -0.20; O -0.17; N -0.15; P 0.40; O -0.27; O -0.21; S 0.40; H -0.03; H 0.09; H 0.06; H 0.13; H 0.10; H 0.10; H 0.13; H 0.05; H 0.14; H 0.10; H 0.10; H 0.10; H 0.08; H 0.10; C -0.06; C -0.42; C -0.20; O -0.19; C -0.10; N 0.03; H 0.07; H 0.07; H 0.09; H 0.13; H 0.12; H 0.12; H 0.09; H 0.07; H 0.09; H 0.08; H 0.08; C -0.06; C -0.42; C -0.20; O -0.19; C -0.10; N 0.04; H 0.07; H 0.07; H 0.08; H 0.13; H 0.12; H 0.12; H 0.09; H 0.08; H 0.09; H 0.08; H 0.08; C -0.06; C -0.43; C -0.20; O -0.19; C -0.10; N 0.03; H 0.07; H 0.07; H 0.08; H 0.13; H 0.12; H 0.12; H 0.09; H 0.07; H 0.09; H 0.08; H 0.08; C -0.07; C -0.43; C -0.20; O -0.22; C -0.11; N 0.04; H 0.06; H 0.08; H 0.08; H 0.14; H 0.11; H 0.12; H 0.09

No. 4
C4H11NO2 | ωB97M-V/def2-TZVPD

Geometry as ORCA input:
```
! RIJCOSX wB97M-V def2-TZVPD def2/J DEFGRID3
* xyz 0 1
C -0.6223 -1.8266 -1.3368
C -0.7416 -0.4399 -0.7223
N -0.8970 -0.3093 0.6566
C 0.1820 -0.4828 1.6212
C 0.7878 0.8458 2.0024
O -1.3450 0.3981 -1.3985
H -1.4837 -2.3917 -0.9752
H -0.7233 -1.7440 -2.4136
H 0.2896 -2.3076 -0.9770
H -1.5861 0.3895 0.8694
H 0.9140 -1.1694 1.2156
H -0.2304 -0.9048 2.5477
H 1.6035 0.7737 2.7117
H 0.0714 1.5431 2.4381
H 1.2785 1.4250 1.1984
H 0.5186 1.4078 -2.2226
H 0.8202 2.8372 -2.5532
O 1.1639 1.9558 -2.6618
*
```

Its lowest unoccupied orbital energy is 0.7 eV. As for the SMILES: CCNC(C)=O.O. The energy relative to the best compared isomer or geometry (same formula, charge and spin) is 23.8 kcal per mole. The frontier orbital gap is 10.29 eV. The value obtained for the HOMO energy is -9.62 eV.

Now the Löwdin charges, all in e: C 0.00; C -0.49; N 0.03; C -0.25; C -0.10; O 0.02; H 0.09; H 0.08; H 0.07; H 0.13; H 0.11; H 0.11; H 0.07; H 0.07; H 0.08; H -0.02; H 0.03; O -0.05

no.,calculated total energy (eV)
1,-112505.9686
2,-100243.6509
3,-96993.5091
4,-9911.2098